1.
Computed, not measured: C28H36FeN4O2S as an isolated structure, with wB97M-V/def2-TZVPD.

Calculated values
HOMO (alpha / beta), eV: -14.32 / -14.33
Total charge: +2
E_tot, hartree: -3119.5713
Frontier orbital gap (alpha / beta), eV: 9.0 / 9.0
LUMO (alpha / beta), eV: -5.322 / -5.325
Energy above the lowest of the compared OMol25 structures with the same formula, charge and spin, kJ/mol: 0.0

Atoms and positions in Å:
Fe  0.60  -1.94  -0.13
C  1.57  -5.17  -0.48
C  0.92  -3.95  -1.06
C  1.69  -2.98  -1.75
C  1.10  -1.86  -2.32
C  1.93  -0.89  -3.11
C  -0.29  -1.66  -2.15
C  -1.08  -2.59  -1.49
C  -2.55  -2.37  -1.31
C  -0.45  -3.73  -0.92
H  1.71  -5.91  -1.27
H  0.96  -5.62  0.30
H  2.56  -4.93  -0.07
H  2.76  -3.12  -1.83
H  2.10  -1.31  -4.11
H  2.90  -0.73  -2.64
H  1.43  0.07  -3.22
H  -0.75  -0.76  -2.55
H  -3.09  -3.01  -2.02
H  -2.84  -1.33  -1.50
H  -2.87  -2.64  -0.31
H  -1.06  -4.44  -0.37
C  -1.85  -0.19  2.92
C  -1.06  -1.33  2.35
O  -0.89  -1.40  1.11
N  -0.56  -2.24  3.17
C  0.14  -3.43  2.70
C  1.59  -3.17  2.42
C  2.56  -3.60  3.31
C  3.89  -3.34  3.06
C  4.22  -2.63  1.92
C  3.21  -2.23  1.07
N  1.91  -2.49  1.30
H  -2.77  -0.07  2.34
H  -1.26  0.72  2.81
H  -2.10  -0.33  3.97
H  -0.72  -2.13  4.16
H  -0.37  -3.78  1.80
H  0.04  -4.19  3.47
H  2.26  -4.15  4.19
H  4.66  -3.68  3.75
H  5.25  -2.39  1.67
H  3.43  -1.67  0.18
C  -0.53  5.62  -2.83
C  0.19  4.73  -1.83
C  0.00  3.26  -2.18
N  0.72  2.35  -1.28
C  0.30  1.31  -0.59
S  1.49  0.21  0.04
N  -1.00  1.03  -0.38
C  -2.19  1.84  -0.44
O  -3.18  1.32  -0.88
C  -2.12  3.18  0.18
C  -1.20  3.48  1.18
C  -1.21  4.73  1.78
C  -2.14  5.68  1.37
C  -3.06  5.38  0.37
C  -3.06  4.13  -0.22
H  -0.39  6.67  -2.59
H  -1.61  5.42  -2.83
H  -0.16  5.46  -3.85
H  -0.18  4.92  -0.82
H  1.26  4.96  -1.83
H  0.38  3.08  -3.18
H  -1.06  3.00  -2.19
H  1.73  2.41  -1.34
H  -1.16  0.11  0.02
H  -0.47  2.74  1.50
H  -0.51  4.96  2.57
H  -2.14  6.66  1.83
H  -3.77  6.13  0.06
H  -3.78  3.87  -0.98

List of Mulliken charges in e, atom by atom:
1. Fe 1.062
2. C -1.730
3. C 0.798
4. C -1.037
5. C 1.123
6. C -1.596
7. C -0.828
8. C 1.117
9. C -1.562
10. C -0.836
11. H 0.378
12. H 0.385
13. H 0.348
14. H 0.648
15. H 0.402
16. H 0.395
17. H 0.231
18. H 0.475
19. H 0.391
20. H 0.350
21. H 0.364
22. H 0.669
23. C -1.186
24. C 0.381
25. O -0.389
26. N -0.069
27. C -1.206
28. C 1.046
29. C -0.904
30. C -0.514
31. C -1.116
32. C -0.110
33. N 0.674
34. H 0.296
35. H 0.162
36. H 0.479
37. H 0.310
38. H -0.157
39. H 0.686
40. H 0.517
41. H 0.451
42. H 0.491
43. H 0.347
44. C -1.472
45. C 0.116
46. C -0.997
47. N 0.081
48. C 0.278
49. S -0.821
50. N 0.987
51. C -0.148
52. O -0.532
53. C 1.034
54. C -0.090
55. C -0.935
56. C -0.468
57. C -0.665
58. C -0.579
59. H 0.388
60. H 0.333
61. H 0.390
62. H -0.043
63. H 0.485
64. H 0.648
65. H 0.363
66. H 0.330
67. H -0.585
68. H 0.326
69. H 0.443
70. H 0.439
71. H 0.463
72. H 0.493

---

2.
Computed, not measured: C28H36Ge2N4O3S2W as an isolated structure in a non-equilibrium geometry, with wB97M-V/def2-TZVPD.

Calculated values
HOMO (alpha / beta), eV: -16.22 / -16.12
Total charge: +3
E_tot, hartree: -6549.5921
Frontier orbital gap (alpha / beta), eV: 5.0 / 4.9
LUMO (alpha / beta), eV: -11.199 / -11.213
Multiplicity: 2

Atoms and positions in Å:
W  1.55  -0.81  -0.58
O  8.74  -1.04  3.30
C  7.95  -0.32  2.54
O  8.31  0.66  1.94
C  6.50  -0.72  2.40
C  5.88  -0.34  1.21
C  4.53  -0.55  1.02
C  3.77  -1.13  2.04
S  2.04  -1.37  1.80
C  4.38  -1.52  3.23
C  5.74  -1.31  3.40
H  8.36  -1.84  3.71
H  6.47  0.14  0.45
H  4.04  -0.27  0.08
H  3.79  -1.98  4.01
H  6.20  -1.60  4.34
C  1.79  -4.42  -2.34
Ge  2.09  -3.22  -0.75
C  2.99  -1.01  -2.27
C  3.51  -4.16  0.32
Ge  -0.76  -1.70  -0.36
C  -2.20  -2.08  -1.70
C  -3.49  -1.57  -1.58
C  -4.49  -1.98  -2.45
C  -4.21  -2.91  -3.44
C  -2.93  -3.44  -3.56
C  -1.92  -3.01  -2.71
C  -1.30  -2.92  1.12
C  -0.54  -4.05  1.41
C  -0.95  -4.97  2.36
C  -2.12  -4.73  3.08
C  -2.89  -3.62  2.80
C  -2.48  -2.71  1.84
H  2.73  -4.89  -2.62
H  1.38  -3.90  -3.20
H  1.11  -5.22  -2.05
H  3.89  -1.65  -2.25
H  3.38  0.01  -2.42
H  2.50  -1.28  -3.22
H  3.67  -5.17  -0.06
H  3.24  -4.20  1.38
H  4.45  -3.61  0.24
H  -3.73  -0.85  -0.81
H  -5.49  -1.58  -2.36
H  -4.98  -3.22  -4.13
H  -2.71  -4.18  -4.31
H  -0.92  -3.42  -2.79
H  0.38  -4.25  0.85
H  -0.38  -5.86  2.54
H  -2.41  -5.41  3.87
H  -3.81  -3.46  3.33
H  -3.08  -1.84  1.63
C  -1.60  3.29  1.64
C  -0.94  1.93  1.45
C  0.35  2.04  0.74
N  1.04  1.01  0.31
N  2.21  1.32  -0.33
C  2.43  2.63  -0.38
N  3.48  3.21  -0.95
S  1.13  3.56  0.37
H  -2.54  3.18  2.17
H  -1.81  3.78  0.68
H  -0.96  3.95  2.23
H  -1.60  1.25  0.88
H  -0.78  1.47  2.42
H  4.31  2.69  -1.19
H  3.60  4.21  -0.86
C  -0.98  0.12  -4.13
C  0.23  0.68  -3.47
N  0.93  1.58  -4.13
O  0.56  0.31  -2.32
H  -1.04  0.37  -5.18
H  -1.88  0.49  -3.62
H  -0.99  -0.97  -4.01
H  0.64  1.91  -5.04
H  1.77  1.99  -3.75

List of Mulliken charges in e, atom by atom:
1. W 0.668
2. O -0.425
3. C 0.579
4. O -0.506
5. C 0.505
6. C -1.297
7. C -0.224
8. C 1.153
9. S -0.003
10. C -0.906
11. C -0.834
12. H 0.326
13. H 0.511
14. H 0.453
15. H 0.521
16. H 0.390
17. C -1.297
18. Ge 0.966
19. C -1.651
20. C -1.127
21. Ge -0.035
22. C 0.623
23. C -0.411
24. C -0.686
25. C -0.607
26. C -0.516
27. C -0.455
28. C 1.003
29. C 0.306
30. C -0.943
31. C -0.562
32. C -0.765
33. C -0.278
34. H 0.483
35. H 0.379
36. H 0.477
37. H 0.583
38. H 0.320
39. H 0.349
40. H 0.520
41. H 0.381
42. H 0.394
43. H 0.391
44. H 0.459
45. H 0.438
46. H 0.458
47. H 0.296
48. H -0.109
49. H 0.466
50. H 0.433
51. H 0.433
52. H 0.334
53. C -1.698
54. C 0.609
55. C -0.121
56. N 0.261
57. N -0.122
58. C 0.292
59. N -0.392
60. S -0.095
61. H 0.401
62. H 0.452
63. H 0.452
64. H -0.082
65. H 0.310
66. H 0.219
67. H 0.247
68. C -0.818
69. C 0.356
70. N -0.320
71. O -0.159
72. H 0.488
73. H 0.279
74. H 0.044
75. H 0.256
76. H 0.182

---

3.
Computed, not measured: a 2-piece molecular cluster, C28H36N2O3 overall in a non-equilibrium geometry, with wB97M-V/def2-TZVPD.

Calculated values
HOMO, eV: -5.70
Total charge: 0
E_tot, hartree: -1423.6672
Frontier orbital gap, eV: 4.2
LUMO, eV: -1.477
Energy above the lowest of the compared OMol25 structures with the same formula, charge and spin, kJ/mol: 0.0

Atoms and positions in Å:
C  -3.24  -0.14  1.80
C  -2.23  0.71  2.51
O  -1.09  -0.13  2.82
C  -0.28  0.37  3.81
C  0.81  -0.59  4.10
C  0.66  -2.01  3.81
C  2.11  0.07  4.18
C  3.34  -0.68  3.67
O  2.23  1.22  4.61
O  -0.52  1.43  4.37
H  -4.23  0.27  1.95
H  -3.05  -0.15  0.72
H  -3.23  -1.18  2.17
H  -1.87  1.54  1.89
H  -2.64  1.12  3.44
H  -0.32  -2.37  4.13
H  0.81  -2.25  2.74
H  1.41  -2.56  4.38
H  3.23  -1.77  3.61
H  3.60  -0.31  2.67
H  4.18  -0.44  4.32
C  -1.13  1.97  11.18
N  -1.91  2.22  9.99
C  -2.06  3.64  9.73
C  -3.19  3.92  8.75
C  -3.07  3.07  7.48
C  -2.48  1.72  7.69
C  -2.05  1.30  8.99
C  -1.71  -0.07  9.17
C  -1.69  -0.94  8.11
C  -1.92  -0.49  6.77
C  -1.85  -1.35  5.65
C  -2.04  -2.77  5.75
C  -3.12  -3.44  5.12
C  -3.34  -4.80  5.27
C  -2.43  -5.57  6.06
N  -2.58  -6.92  6.15
C  -1.61  -7.72  6.87
C  -3.54  -7.65  5.35
C  -4.81  -6.85  5.09
C  -4.51  -5.43  4.60
C  -1.34  -4.91  6.68
C  -1.13  -3.56  6.51
C  -2.32  0.87  6.62
H  -1.01  0.91  11.39
H  -0.13  2.42  11.11
H  -1.64  2.43  12.04
H  -2.25  4.13  10.69
H  -1.12  4.05  9.32
H  -4.15  3.72  9.23
H  -3.17  4.99  8.49
H  -4.08  2.97  7.05
H  -2.47  3.60  6.73
H  -1.45  -0.45  10.15
H  -1.49  -1.99  8.28
H  -2.01  -0.89  4.67
H  -3.81  -2.84  4.50
H  -1.66  -7.54  7.95
H  -1.81  -8.78  6.69
H  -0.58  -7.50  6.54
H  -3.08  -7.93  4.38
H  -3.77  -8.58  5.88
H  -5.42  -7.37  4.35
H  -5.39  -6.79  6.02
H  -5.40  -4.81  4.78
H  -4.35  -5.44  3.51
H  -0.65  -5.49  7.29
H  -0.27  -3.05  6.95
H  -2.52  1.24  5.61

List of Mulliken charges in e, atom by atom:
1. C -1.254
2. C 0.195
3. O -0.303
4. C 0.127
5. C 1.115
6. C -1.274
7. C 0.478
8. C -1.234
9. O -0.667
10. O -0.706
11. H 0.365
12. H 0.355
13. H 0.227
14. H 0.487
15. H 0.002
16. H -0.049
17. H 0.290
18. H 0.396
19. H 0.336
20. H 0.258
21. H 0.332
22. C -1.007
23. N -0.031
24. C -0.657
25. C -0.833
26. C -0.682
27. C 0.566
28. C 1.494
29. C -1.594
30. C -0.584
31. C 0.682
32. C -0.257
33. C -0.267
34. C -0.785
35. C 0.678
36. C 0.826
37. N 0.059
38. C -1.237
39. C -0.625
40. C -0.856
41. C -0.713
42. C -1.074
43. C -0.747
44. C -1.168
45. H 0.306
46. H 0.331
47. H 0.330
48. H 0.411
49. H 0.340
50. H 0.314
51. H 0.356
52. H 0.343
53. H 0.358
54. H 0.183
55. H 0.664
56. H 0.504
57. H 0.375
58. H 0.337
59. H 0.375
60. H 0.399
61. H 0.280
62. H 0.474
63. H 0.348
64. H 0.323
65. H 0.380
66. H 0.314
67. H 0.348
68. H 0.849
69. H 0.090